(1)
{"formula": "C37H34IrN3O3S3Si", "method": "the ωB97M-V functional and the def2-TZVPD basis", "multiplicity": 2, "e_above_lowest_kcal_mol": 105.0, "total_energy_ev": -92746.6024, "total_charge": 1, "s_squared": 0.872, "symbols": ["Ir", "O", "C", "C", "C", "C", "C", "C", "C", "N", "C", "C", "N", "H", "H", "H", "H", "H", "H", "H", "C", "Si", "C", "C", "N", "C", "C", "C", "C", "C", "C", "O", "C", "C", "C", "C", "C", "C", "H", "H", "H", "H", "H", "H", "H", "H", "H", "H", "H", "H", "H", "H", "H", "H", "H", "H", "O", "C", "C", "C", "C", "C", "S", "C", "C", "C", "C", "S", "C", "C", "C", "C", "S", "H", "H", "H", "H", "H", "H", "H", "H", "H"], "positions_angstrom": [[0.35, -0.26, -0.09], [0.25, -0.56, 2.12], [-0.25, 0.17, 3.03], [-0.67, -0.46, 4.24], [-1.20, 0.24, 5.28], [-1.33, 1.63, 5.19], [-0.94, 2.28, 4.05], [-0.41, 1.60, 2.95], [0.02, 2.33, 1.78], [0.59, 1.84, 0.67], [0.88, 2.90, -0.14], [0.49, 4.05, 0.47], [-0.05, 3.68, 1.67], [-0.55, -1.53, 4.27], [-1.51, -0.27, 6.18], [-1.74, 2.19, 6.02], [-1.07, 3.35, 4.01], [1.36, 2.75, -1.08], [0.54, 5.07, 0.15], [-0.44, 4.31, 2.35], [-0.47, 1.00, -3.21], [0.92, -0.30, -3.32], [1.81, 0.11, -4.96], [0.50, -2.17, -3.31], [1.80, -0.16, -1.80], [3.11, -0.31, -1.61], [4.08, -0.29, -2.64], [5.42, -0.42, -2.37], [5.87, -0.57, -1.06], [4.97, -0.61, -0.02], [3.61, -0.48, -0.27], [2.67, -0.60, 0.69], [3.07, -0.51, 2.02], [2.91, -1.62, 2.84], [3.30, -1.54, 4.16], [3.84, -0.37, 4.66], [3.99, 0.73, 3.84], [3.61, 0.67, 2.51], [-1.09, 0.96, -4.10], [-0.05, 2.00, -3.14], [-1.11, 0.83, -2.36], [1.07, 0.20, -5.75], [2.52, -0.65, -5.27], [2.34, 1.06, -4.91], [-0.23, -2.41, -4.08], [0.08, -2.46, -2.34], [1.39, -2.77, -3.48], [3.75, -0.17, -3.65], [6.12, -0.40, -3.19], [6.92, -0.68, -0.87], [5.31, -0.75, 0.99], [2.49, -2.51, 2.42], [3.19, -2.40, 4.80], [4.15, -0.31, 5.69], [4.42, 1.64, 4.23], [3.72, 1.52, 1.86], [-1.52, -0.83, -0.68], [-2.87, -0.88, -0.89], [-3.52, 0.50, -0.88], [-2.94, 1.68, -0.51], [-3.81, 2.78, -0.68], [-5.03, 2.41, -1.16], [-5.15, 0.72, -1.39], [-3.56, -1.65, 0.22], [-3.20, -1.71, 1.53], [-4.04, -2.54, 2.29], [-5.04, -3.09, 1.54], [-4.98, -2.60, -0.09], [-3.08, -1.53, -2.24], [-3.29, -0.94, -3.46], [-3.26, -1.87, -4.52], [-3.01, -3.14, -4.10], [-2.79, -3.23, -2.40], [-1.93, 1.74, -0.15], [-3.54, 3.80, -0.47], [-5.87, 3.04, -1.40], [-2.35, -1.18, 1.94], [-3.90, -2.73, 3.34], [-5.81, -3.77, 1.85], [-3.50, 0.10, -3.60], [-3.43, -1.60, -5.54], [-2.94, -4.04, -4.69]], "lowdin_spin": [0.701, 0.025, 0.003, -0.001, 0.001, -0.005, 0.000, -0.004, 0.000, 0.006, 0.000, -0.003, 0.000, 0.000, 0.000, 0.000, 0.000, 0.000, 0.000, 0.000, 0.004, 0.005, -0.001, 0.003, 0.018, -0.003, 0.006, -0.004, 0.005, -0.001, -0.001, -0.001, 0.000, -0.003, 0.000, -0.004, 0.000, -0.003, 0.001, 0.000, -0.001, 0.000, 0.000, 0.000, 0.001, 0.000, 0.000, 0.000, 0.000, 0.000, 0.000, 0.000, 0.000, 0.000, 0.000, 0.000, 0.217, 0.016, 0.006, -0.001, 0.000, 0.000, 0.001, 0.009, 0.000, 0.000, 0.001, 0.001, 0.004, 0.001, 0.000, 0.001, 0.000, -0.001, 0.000, 0.000, 0.000, 0.000, 0.000, 0.000, 0.000, 0.000]}


(2)
{"formula": "C37H35BrF3NO17P2S", "method": "the ωB97M-V functional and the def2-TZVPD basis", "smiles": "CC(=O)OC[C@@]1(C(F)(F)F)O[C@H](N=C=S)[C@@](CCCBr)(CP(=O)(O)O)[C@H]1P(=O)(O)O.O=C1C=CC(=O)C=C1.O=C1C=CC(=O)C=C1.O=C1C=CC(=O)C=C1.O=C1C=CC(=O)C=C1", "total_energy_ev": -182842.4772, "total_charge": 0, "symbols": ["C", "C", "O", "O", "C", "C", "C", "F", "F", "F", "O", "C", "N", "C", "S", "C", "C", "C", "C", "Br", "C", "P", "O", "O", "O", "C", "P", "O", "O", "O", "H", "H", "H", "H", "H", "H", "H", "H", "H", "H", "H", "H", "H", "H", "H", "H", "H", "H", "H", "O", "C", "C", "C", "C", "O", "C", "C", "H", "H", "H", "H", "O", "C", "C", "C", "C", "O", "C", "C", "H", "H", "H", "H", "O", "C", "C", "C", "C", "O", "C", "C", "H", "H", "H", "H", "O", "C", "C", "C", "C", "O", "C", "C", "H", "H", "H", "H"], "positions_angstrom": [[-1.20, 3.53, 2.48], [-0.32, 2.32, 2.32], [-0.42, 1.36, 3.01], [0.66, 2.39, 1.36], [0.22, 2.58, 0.03], [-0.11, 1.25, -0.67], [1.20, 0.50, -0.95], [1.85, 0.20, 0.17], [0.98, -0.65, -1.60], [2.03, 1.24, -1.71], [-0.82, 0.35, 0.16], [-2.19, 0.32, -0.11], [-2.56, -1.08, -0.37], [-2.02, -1.99, 0.23], [-1.34, -3.19, 0.92], [-2.49, 1.24, -1.33], [-3.40, 0.62, -2.39], [-4.72, 0.03, -1.82], [-5.03, -1.37, -2.32], [-6.92, -1.50, -2.72], [-2.86, 2.66, -0.81], [-4.55, 3.29, -0.80], [-4.54, 4.65, -0.28], [-5.14, 3.20, -2.28], [-5.35, 2.29, 0.17], [-1.02, 1.31, -1.91], [-0.73, 2.46, -3.27], [-1.87, 2.53, -4.19], [0.61, 1.99, -4.00], [-0.32, 3.86, -2.63], [-0.87, 4.40, 1.94], [-2.22, 3.27, 2.22], [-1.21, 3.76, 3.54], [-0.59, 3.29, -0.01], [1.05, 3.04, -0.51], [-2.78, 0.66, 0.75], [-3.63, 1.37, -3.14], [-2.88, -0.17, -2.92], [-4.65, 0.02, -0.74], [-5.54, 0.69, -2.08], [-4.87, -2.10, -1.54], [-4.47, -1.61, -3.22], [-2.60, 2.72, 0.24], [-2.30, 3.45, -1.31], [-6.05, 2.88, -2.31], [-6.19, 2.00, -0.21], [-0.91, 0.35, -2.41], [0.66, 1.03, -4.06], [0.29, 4.32, -3.23], [-6.04, -1.23, 0.62], [-5.16, -1.43, 1.43], [-4.69, -2.81, 1.71], [-3.72, -3.05, 2.59], [-3.07, -1.94, 3.34], [-2.19, -2.16, 4.14], [-3.55, -0.56, 3.06], [-4.52, -0.32, 2.18], [-5.17, -3.60, 1.15], [-3.36, -4.05, 2.80], [-3.06, 0.23, 3.62], [-4.87, 0.68, 1.97], [7.52, 0.72, -1.04], [6.86, 1.72, -0.84], [7.50, 3.03, -0.54], [6.78, 4.12, -0.31], [5.29, 4.08, -0.35], [4.63, 5.07, -0.14], [4.65, 2.77, -0.65], [5.37, 1.68, -0.88], [8.58, 3.03, -0.52], [7.22, 5.07, -0.08], [3.57, 2.77, -0.67], [4.92, 0.72, -1.10], [2.19, -8.47, -1.74], [1.05, -8.05, -1.65], [0.78, -6.62, -1.38], [-0.47, -6.16, -1.28], [-1.64, -7.07, -1.43], [-2.77, -6.65, -1.34], [-1.36, -8.50, -1.70], [-0.11, -8.96, -1.80], [1.64, -5.97, -1.28], [-0.69, -5.12, -1.09], [-2.22, -9.15, -1.80], [0.11, -10.00, -1.99], [5.19, -1.37, 4.25], [5.95, -0.50, 3.88], [6.96, -0.75, 2.82], [7.79, 0.21, 2.41], [7.74, 1.57, 3.01], [8.50, 2.44, 2.63], [6.74, 1.82, 4.07], [5.90, 0.87, 4.47], [6.97, -1.75, 2.40], [8.53, 0.05, 1.64], [6.72, 2.82, 4.48], [5.16, 1.03, 5.24]], "mulliken_charge": [-1.120, 0.884, -0.501, -0.344, -1.382, 1.276, 0.149, -0.223, -0.292, -0.206, -0.332, 0.525, -0.120, 0.335, -0.439, 2.463, -2.353, 0.127, -0.662, -0.196, 0.439, 0.683, -0.847, -0.530, -0.486, -1.551, 0.955, -0.771, -0.581, -0.554, 0.382, 0.178, 0.415, 0.516, 0.300, -0.560, 0.563, 0.712, -0.526, 0.736, 0.193, 0.566, -1.321, 0.405, 0.394, 0.373, 1.505, 0.372, 0.375, -0.566, 0.690, -0.424, -0.711, 0.239, -0.587, -0.233, -0.152, 0.494, 0.541, 0.415, 0.404, -0.567, 0.179, -0.384, -0.447, 0.266, -0.565, 0.063, -0.237, 0.436, 0.429, 0.298, 0.498, -0.539, 0.388, -0.454, -0.147, 0.291, -0.542, -0.364, -0.369, 0.433, 0.472, 0.412, 0.408, -0.560, 0.370, -0.362, -0.286, 0.507, -0.569, -0.435, -0.387, 0.426, 0.425, 0.446, 0.427]}